1.
Molecular formula: C30H40CdCl3N2O2
Method: DFT, the ωB97M-V functional and the def2-TZVPD basis

```
78
C30H40CdCl3N2O2 (the ωB97M-V functional and the def2-TZVPD basis)
Cd 0.2693 -0.0800 0.5710
C -5.1737 3.7163 3.2215
C -5.5831 2.2460 3.1215
C -5.8892 1.7325 4.5378
C -6.8474 2.1374 2.2526
C -4.4883 1.3944 2.4922
C -3.3893 1.9273 1.8987
C -2.3739 1.0822 1.3715
N -1.2181 1.4920 0.8418
C -0.7195 2.7249 0.6204
C -1.4859 3.8685 0.3248
C -0.8773 5.0730 0.1134
C 0.5391 5.1359 0.2680
C 1.3680 4.0787 0.5361
C 0.7578 2.7860 0.6517
O 1.4395 1.7116 0.8207
C 2.8759 4.3666 0.6814
C 3.7463 3.1436 0.9941
C 3.0646 5.3660 1.8396
C 3.3987 4.9898 -0.6238
C -1.7048 6.2897 -0.2991
C -2.2800 6.0363 -1.7029
C -0.8721 7.5739 -0.3395
C -2.8584 6.4891 0.6952
C -2.4751 -0.3843 1.5456
O -1.4779 -1.1384 1.2951
C -3.7217 -0.9275 2.0310
C -4.6451 -0.0373 2.4829
C -3.9578 -2.4420 2.0528
C -3.0363 -3.1008 3.0927
C -5.4060 -2.7736 2.4231
C -3.6887 -3.0343 0.6593
H -5.9520 4.2718 3.7485
H -5.0547 4.1784 2.2372
H -4.2406 3.8340 3.7789
H -6.6665 2.3527 4.9891
H -5.0009 1.7863 5.1721
H -6.2502 0.7026 4.5411
H -7.6459 2.7503 2.6779
H -7.2092 1.1074 2.1959
H -6.6508 2.4859 1.2361
H -3.2399 2.9947 1.8639
H -2.5534 3.7512 0.1952
H 1.0039 6.1054 0.1518
H 3.4463 2.6531 1.9204
H 4.7766 3.4872 1.1121
H 3.7235 2.4065 0.1921
H 2.6821 4.9494 2.7746
H 2.5537 6.3127 1.6551
H 4.1275 5.5803 1.9723
H 3.2387 4.3145 -1.4683
H 4.4713 5.1785 -0.5379
H 2.9128 5.9409 -0.8524
H -1.4779 5.8975 -2.4322
H -2.8833 6.8919 -2.0179
H -2.9142 5.1476 -1.7206
H -0.0720 7.5166 -1.0815
H -0.4339 7.8051 0.6352
H -1.5166 8.4093 -0.6185
H -3.5669 5.6574 0.6693
H -3.4098 7.3980 0.4435
H -2.4824 6.5904 1.7165
H -5.5750 -0.4285 2.8714
H -3.2495 -2.7147 4.0923
H -1.9870 -2.9189 2.8664
H -3.2039 -4.1808 3.1027
H -5.6453 -2.4837 3.4494
H -5.5524 -3.8518 2.3486
H -6.1167 -2.2929 1.7456
H -2.6425 -2.9422 0.3733
H -4.3041 -2.5387 -0.0961
H -3.9481 -4.0947 0.6606
Cl 3.7662 -4.1465 -1.7080
C 3.6794 -3.4820 -0.0841
Cl 3.2632 -4.7247 1.0886
Cl 5.1791 -2.6753 0.3533
C 2.6042 -2.4717 -0.0659
N 1.7693 -1.6941 -0.0676
```

Properties
- LUMO level (alpha / beta): -4.65 / -4.42 eV
- Charge: +1
- 2S+1: 1
- Kohn-Sham gap (alpha / beta): 5.6 / 6.1 eV

2.
Molecular formula: C30H40CuN2O2P2
Method: DFT, the ωB97M-V functional and the def2-TZVPD basis

```
77
C30H40CuN2O2P2 (the ωB97M-V functional and the def2-TZVPD basis)
Cu -0.4491 -0.1070 -0.3036
C 0.9854 0.5962 3.3751
C -0.2976 -0.2358 3.3925
C 0.0517 -1.7266 3.4070
P -1.3246 0.1581 1.8802
C -3.0673 -0.2285 2.4113
C -3.3023 -1.7425 2.4868
C -4.0614 0.4280 1.4482
C -1.2867 1.9682 1.8216
C -1.7721 2.7188 2.8895
C -1.6820 4.0968 2.9020
C -1.0522 4.7220 1.8311
C -0.5573 3.9951 0.7690
C -0.6808 2.5870 0.7040
N -0.1404 1.8120 -0.2937
C 0.3320 2.2848 -1.5023
C -0.1564 3.4160 -2.1832
C 0.4520 3.8758 -3.3342
C 1.5553 3.2225 -3.8723
C 1.9866 2.0510 -3.2755
C 1.3726 1.5618 -2.1282
P 1.7573 -0.0926 -1.4631
C 3.5909 0.0594 -1.1179
C 3.8081 1.2345 -0.1612
C 4.1738 -1.2192 -0.5144
C 1.6619 -1.0738 -3.0596
C 0.3248 -0.7895 -3.7555
C 1.8346 -2.5819 -2.8566
H 1.6524 0.2894 4.1841
H 0.7785 1.6590 3.4844
H 1.5100 0.4552 2.4241
H -0.8866 0.0087 4.2815
H 0.7656 -1.9435 2.6107
H -0.8240 -2.3570 3.2495
H 0.5078 -2.0092 4.3580
H -3.1987 0.1967 3.4104
H -2.9135 -2.2471 1.6008
H -4.3729 -1.9474 2.5399
H -2.8419 -2.1830 3.3719
H -3.9394 0.0467 0.4335
H -3.9315 1.5090 1.4248
H -5.0805 0.2136 1.7762
H -2.2166 2.2073 3.7367
H -2.0706 4.6715 3.7323
H -0.9419 5.7997 1.8259
H -0.0249 4.5175 -0.0101
H -1.0399 3.9154 -1.8121
H 0.0583 4.7560 -3.8277
H 2.0400 3.5958 -4.7646
H 2.8031 1.4970 -3.7255
H 4.0858 0.2664 -2.0707
H 3.2985 1.0539 0.7891
H 3.4252 2.1646 -0.5777
H 4.8733 1.3607 0.0429
H 3.6242 -1.5062 0.3858
H 5.2154 -1.0542 -0.2309
H 4.1513 -2.0529 -1.2147
H 2.4834 -0.7225 -3.6907
H -0.5039 -0.7762 -3.0441
H 0.1161 -1.5647 -4.4962
H 0.3282 0.1737 -4.2618
H 0.9542 -3.0123 -2.3813
H 2.7080 -2.8217 -2.2507
H 1.9562 -3.0689 -3.8261
O -3.8324 -1.7974 -1.6193
C -2.7037 -1.4449 -1.3088
O -2.2070 -0.2714 -1.3065
C -1.7393 -2.5398 -0.8283
C -2.0969 -3.8802 -0.8625
C -1.2145 -4.8181 -0.3578
C 0.0096 -4.3909 0.1460
C 0.2988 -3.0413 0.1210
N -0.5635 -2.1384 -0.3434
H -3.0616 -4.1366 -1.2767
H -1.4780 -5.8678 -0.3488
H 0.7295 -5.0928 0.5428
H 1.2532 -2.6620 0.4675
```

Properties
- LUMO level (alpha / beta): 0.19 / -0.58 eV
- Charge: 0
- 2S+1: 2
- Kohn-Sham gap (alpha / beta): 7.1 / 6.3 eV

3.
Molecular formula: C30H40F16N2O2S
Method: DFT, the ωB97M-V functional and the def2-TZVPD basis

```
91
C30H40F16N2O2S (the ωB97M-V functional and the def2-TZVPD basis)
C 8.6000 -0.0743 2.6739
C 7.6439 1.0930 2.8633
C 6.8018 1.3380 1.6279
C 5.7139 2.3727 1.8174
C 4.8199 2.5086 0.5912
C 3.9539 3.7741 0.5426
C 2.4712 3.4920 0.7438
C 2.1666 3.1409 2.1950
C 0.6901 2.9820 2.5780
C 0.1973 1.5348 2.7733
C -0.7021 0.8950 1.7012
C -0.6782 1.4541 0.2742
C -0.6902 0.3590 -0.8051
C 0.7043 0.0660 -1.3723
C 1.4679 -0.8747 -0.4952
C 1.5602 -2.2721 -0.8191
C 2.2214 -3.1658 0.0093
C 2.8181 -2.6746 1.2019
N 3.4860 -3.3923 2.1181
S 3.9652 -2.3641 3.2400
N 3.3778 -0.9871 2.6677
C 2.7559 -1.2896 1.5138
C 2.0793 -0.3904 0.6491
H 8.0399 -0.9843 2.4893
H 9.2335 -0.2166 3.5392
H 9.2285 0.1038 1.8098
H 8.2218 1.9877 3.0725
H 6.9926 0.8883 3.7062
H 6.3438 0.4039 1.3111
H 7.4575 1.6646 0.8240
H 6.1554 3.3362 2.0537
H 5.0970 2.0556 2.6525
H 5.4302 2.4305 -0.3009
H 4.1613 1.6488 0.6001
H 4.0735 4.2300 -0.4337
H 4.2986 4.4830 1.2885
H 1.8658 4.3396 0.4417
H 2.2314 2.6491 0.1040
H 2.5913 3.9410 2.7942
H 2.7092 2.2404 2.4712
H 0.5741 3.4728 3.5367
H 0.0624 3.5344 1.8872
H -0.3590 1.5062 3.7024
H 1.0671 0.9119 2.9465
H -1.7249 0.9227 2.0562
H -0.4449 -0.1582 1.6515
H 0.1760 2.0949 0.1035
H -1.5686 2.0538 0.1374
H -1.1190 -0.5385 -0.3700
H -1.3506 0.6662 -1.6090
H 1.2386 1.0042 -1.4489
H 0.6116 -0.3876 -2.3545
H 1.1276 -2.6235 -1.7356
H 2.3160 -4.2095 -0.2266
H 2.0363 0.6528 0.8961
C -7.2900 -0.6566 2.1782
C -7.1111 0.8218 2.5329
C -7.2589 1.8555 1.4140
F -6.3570 1.6364 0.4340
F -7.0402 3.0794 1.9414
F -5.9480 1.0146 3.1861
F -8.1328 1.1116 3.3905
O -6.1325 -1.4212 1.9259
C -5.5516 -1.4931 0.7034
C -4.1422 -0.8887 0.6948
F -4.1497 0.3746 1.1533
F -3.7074 -0.8815 -0.5915
F -6.3074 -0.9689 -0.2760
F -5.3637 -2.8029 0.4182
H -7.6992 -1.0998 3.0834
H -8.0345 -0.7832 1.3918
H -8.2691 1.8212 0.9974
H -3.4706 -1.4949 1.3062
C -2.9046 -2.8909 -3.6751
C -1.5180 -3.3043 -4.1564
C -0.6986 -2.2846 -4.9484
F -1.3411 -1.9148 -6.0736
F 0.4797 -2.8582 -5.2845
F -1.5790 -4.4737 -4.8218
F -0.7709 -3.5109 -3.0213
O -4.0186 -3.2726 -4.4488
C -4.4856 -2.5304 -5.4847
C -4.3557 -3.2621 -6.8274
F -3.0860 -3.6595 -7.0333
F -4.7134 -2.4062 -7.8095
F -3.9380 -1.3038 -5.5436
F -5.8167 -2.3768 -5.2990
H -3.0375 -3.4388 -2.7461
H -2.9297 -1.8332 -3.4290
H -0.5007 -1.4024 -4.3323
H -5.0176 -4.1302 -6.8357
```

Properties
- LUMO level: -0.54 eV
- Charge: 0
- 2S+1: 1
- Kohn-Sham gap: 8.3 eV

4.
Molecular formula: C30H41AlAsBrO4S2Si
Method: DFT, the ωB97M-V functional and the def2-TZVPD basis

```
81
C30H41AlAsBrO4S2Si (the ωB97M-V functional and the def2-TZVPD basis)
Al 0.5308 -0.2574 0.4574
S -0.3082 -1.0627 -1.4437
C 0.4158 -0.1311 -2.7798
C -0.3651 0.0407 -3.9206
C 0.1546 0.6899 -5.0291
C 1.4509 1.1841 -5.0152
C 2.2328 1.0187 -3.8825
C 1.7224 0.3577 -2.7716
As 2.6764 0.1726 -1.1147
C 4.1684 1.3848 -1.2833
C 3.9677 2.7175 -0.9347
C 4.9960 3.6329 -1.0998
C 6.2259 3.2200 -1.5945
C 6.4287 1.8886 -1.9266
C 5.3998 0.9684 -1.7761
C 3.5300 -1.5658 -1.2619
C 3.3099 -2.4197 -2.3364
C 3.9963 -3.6247 -2.4148
C 4.9044 -3.9769 -1.4267
C 5.1127 -3.1340 -0.3436
C 4.4214 -1.9339 -0.2564
H -1.3805 -0.3334 -3.9325
H -0.4663 0.8199 -5.9062
H 1.8471 1.7020 -5.8786
H 3.2419 1.4125 -3.8528
H 3.0248 3.0354 -0.5090
H 4.8415 4.6677 -0.8240
H 7.0290 3.9360 -1.7132
H 7.3889 1.5624 -2.3053
H 5.5632 -0.0662 -2.0508
H 2.6190 -2.1384 -3.1222
H 3.8267 -4.2857 -3.2554
H 5.4475 -4.9107 -1.4978
H 5.8150 -3.4076 0.4342
H 4.6015 -1.2713 0.5838
O 2.2865 2.3037 1.6423
S 1.2338 1.4471 2.1054
O 0.7332 1.6573 3.4242
O 0.0851 1.3927 1.0355
O 1.6393 -0.0602 1.9002
C 2.5549 -2.8596 3.1252
C 1.2938 -3.2775 3.8978
C 0.8452 -2.0549 4.7149
C 1.6827 -4.3969 4.8822
Si -0.0519 -3.9210 2.7103
Br -0.9537 -1.9700 1.6900
C -1.6167 -4.6126 3.5667
C -1.9576 -3.7964 4.8213
C -2.8736 -4.6183 2.6814
C -1.3493 -6.0678 3.9979
C 0.5714 -4.9723 1.2434
C -0.5965 -5.6351 0.5015
C 1.4932 -6.0860 1.7796
C 1.3626 -4.1657 0.2096
H 3.2744 -2.4514 3.8420
H 2.3520 -2.0690 2.3998
H 3.0400 -3.6868 2.6078
H 1.6651 -1.7866 5.3886
H -0.0300 -2.2444 5.3331
H 0.6501 -1.1845 4.0912
H 2.5061 -4.0345 5.5058
H 2.0322 -5.3050 4.3871
H 0.8683 -4.6657 5.5548
H -2.1571 -2.7463 4.5976
H -1.1794 -3.8373 5.5816
H -2.8666 -4.2132 5.2661
H -3.1309 -3.6349 2.2856
H -3.7171 -4.9393 3.3008
H -2.8037 -5.3119 1.8472
H -0.4871 -6.1727 4.6580
H -1.2111 -6.7299 3.1437
H -2.2228 -6.4353 4.5462
H -1.1195 -6.3691 1.1131
H -0.1964 -6.1660 -0.3681
H -1.3248 -4.9112 0.1290
H 0.9881 -6.7636 2.4691
H 2.3784 -5.6910 2.2777
H 1.8451 -6.6891 0.9361
H 0.7943 -3.3395 -0.2197
H 1.6108 -4.8330 -0.6220
H 2.3000 -3.7724 0.5927
```

Properties
- LUMO level: 0.47 eV
- Charge: 0
- 2S+1: 1
- Kohn-Sham gap: 9.0 eV

5.
Molecular formula: C30H41BIN2O26
Method: DFT, the ωB97M-V functional and the def2-TZVPD basis

```
101
C30H41BIN2O26 (the ωB97M-V functional and the def2-TZVPD basis)
C 3.1018 3.5528 -3.5552
O 1.6781 3.6438 -3.7548
B 0.8942 3.8729 -2.6972
O 1.2633 4.1306 -1.4425
N -0.6254 3.7539 -2.9687
N -1.1191 2.6560 -2.4032
C -2.4042 2.4381 -2.4855
I -2.9937 0.6441 -1.6015
C -3.3068 3.3228 -3.1197
C -4.7807 3.1093 -3.1845
C -5.5040 3.9278 -2.1119
C -5.0996 3.7922 -0.7148
O -4.8388 5.0182 -1.6110
C -2.7411 4.4306 -3.6998
C -1.3671 4.6439 -3.6199
C -0.6812 5.8581 -4.1864
O -0.2551 6.6913 -3.1291
O -1.3501 7.5218 -2.7392
H 3.3357 2.7826 -2.8248
H 3.5433 3.2916 -4.5108
H 3.4978 4.5094 -3.2255
H 0.5406 4.5631 -0.9322
H -5.0388 2.0608 -3.0694
H -5.1364 3.5004 -4.1376
H -6.5712 4.0332 -2.2961
H -4.0921 3.5169 -0.4323
H -5.7005 4.2380 0.0631
H -3.3585 5.1568 -4.2082
H 0.1910 5.5996 -4.7840
H -1.3823 6.3855 -4.8321
H -1.2319 8.2939 -3.3142
C 0.8894 -0.9106 -3.8307
C 1.8019 0.2631 -4.1249
O 3.0669 -0.2154 -3.6601
C 3.0458 -1.5661 -3.6711
O 3.9894 -2.2607 -3.4785
O 1.7917 -2.0199 -3.9110
H 0.0841 -1.0257 -4.5509
H 0.4708 -0.8756 -2.8227
H 1.8756 0.4800 -5.1920
H 1.5280 1.1674 -3.5935
C 3.8414 -3.2885 -1.1754
C 2.9579 -4.2032 -2.0036
O 1.7334 -4.1918 -1.2421
C 1.6929 -3.0668 -0.5031
O 0.7292 -2.7031 0.1033
O 2.8742 -2.4274 -0.5399
H 4.5358 -2.7024 -1.7687
H 4.3855 -3.8243 -0.3971
H 2.7569 -3.8074 -2.9953
H 3.3379 -5.2169 -2.0886
C 0.4151 3.8237 3.2903
C 1.0303 2.8775 2.2756
O 0.2909 3.2272 1.0847
C -0.1654 4.4660 1.2104
O -0.6468 5.0792 0.2868
O -0.0046 4.9340 2.4462
H 1.1129 4.1735 4.0445
H -0.4645 3.4039 3.7770
H 2.0862 3.0825 2.0977
H 0.8939 1.8314 2.5259
C -2.1564 -6.3738 -0.2296
C -0.7009 -6.5041 -0.6382
O -0.1817 -7.3697 0.3803
C -1.2102 -8.0912 0.8936
O -1.0832 -9.0163 1.6271
O -2.3903 -7.6132 0.4486
H -2.8396 -6.2695 -1.0672
H -2.3177 -5.5550 0.4735
H -0.5825 -6.9906 -1.6078
H -0.1643 -5.5611 -0.6420
C 1.8261 -10.3540 1.4240
C 2.5434 -9.1195 0.9155
O 3.9179 -9.5039 1.0128
C 3.9884 -10.8609 0.9851
O 4.9949 -11.4782 0.8803
O 2.7520 -11.3966 1.0893
H 0.8660 -10.5241 0.9511
H 1.6906 -10.3391 2.5058
H 2.3093 -8.9033 -0.1285
H 2.3518 -8.2351 1.5157
C 0.2765 -2.7565 5.4959
C -0.7582 -2.8631 4.3883
O -0.9544 -1.4881 4.0329
C 0.1402 -0.7953 4.3904
O 0.3481 0.3421 4.0914
O 0.9627 -1.5459 5.1433
H 0.9763 -3.5860 5.5282
H -0.1745 -2.6253 6.4798
H -0.3863 -3.3933 3.5142
H -1.6979 -3.3052 4.7062
C -2.2084 6.8896 5.5435
C -0.8222 7.0078 4.9353
O 0.0246 6.7583 6.0620
C -0.6736 6.0365 6.9742
O -0.2052 5.5212 7.9320
O -1.9820 5.9790 6.6232
H -2.9514 6.4837 4.8625
H -2.5700 7.8358 5.9481
H -0.6288 6.2474 4.1820
H -0.6167 7.9887 4.5157
```

Properties
- LUMO level: -4.37 eV
- Charge: +1
- 2S+1: 1
- Kohn-Sham gap: 7.4 eV

E_tot values, unit hartree, following the record order: -2975.225611, -3750.403967, -3423.176134, -7607.037854, -3555.843321.